14
Properties=species:S:1:pos:R:3 method="wB97M-V/def2-TZVPD" mol_weight_g_mol=125.13 e_homo_ev=-8.7
C 0.40207 0.64093 1.31977
C 0.60077 -0.43405 0.38114
N 1.01218 1.10111 -1.79793
O -1.30302 0.60324 -0.95047
P -1.21695 -2.47534 0.71915
S -0.14724 -0.19882 -1.23222
H -0.61511 0.85343 1.16411
H 1.16595 1.39344 1.21413
H 0.62909 0.28585 2.23467
H 1.57279 -0.82148 0.41878
H 0.51053 1.94794 -1.98186
H 1.46100 0.78531 -2.65716
H -1.96467 -1.91958 -0.44511
H -2.10739 -1.76199 1.61301

***

58
Properties=species:S:1:pos:R:3 method="wB97M-V/def2-TZVPD" mol_weight_g_mol=441.89 smiles="CC(=O)OCCCCCCc1c(CCC(C)C)c(P(O)Cl)cc2c1C(=O)NC2=O" e_homo_ev=-9.5
C 3.17213 -0.91965 2.11494
C 4.68730 -1.09124 1.51175
O 5.69155 -0.54869 2.24109
O 5.06343 -1.78603 0.26873
C 4.11054 -1.52662 -0.82478
C 3.96902 0.09673 -1.20120
C 2.40352 0.58225 -1.16158
C 2.16829 2.09331 -0.54335
C 0.98264 2.94079 -1.29335
C -0.46405 2.94597 -0.45828
C -0.69648 1.57965 0.41708
C -0.96135 0.06511 -0.24119
C -1.01721 -0.01080 -1.86925
C -2.17618 -0.95172 -2.51923
C -3.60424 -1.00226 -1.73250
C -4.20464 -2.54550 -1.97281
C -4.76932 0.00360 -2.35352
C -1.11212 -1.16897 0.82368
P -1.35408 -2.95975 0.21086
O 0.21007 -3.71651 0.32121
Cl -2.72809 -3.90275 1.59111
C -1.06174 -0.95721 2.48075
C -0.81201 0.51073 3.16746
C -0.62571 1.70013 2.05035
C -0.39867 2.97338 3.05804
O -0.11083 4.25979 2.82510
N -0.55203 2.52512 4.52670
C -0.67479 1.00096 4.72538
O -0.62995 0.28665 5.85676
H 2.34128 -1.49107 1.48740
H 2.88584 0.23617 2.02877
H 3.17686 -1.24344 3.24676
H 3.08215 -2.02038 -0.54888
H 4.51214 -2.10922 -1.77559
H 4.31653 0.16805 -2.34106
H 4.71087 0.75806 -0.57825
H 1.80313 -0.24804 -0.56350
H 2.01817 0.58053 -2.28432
H 3.18288 2.68501 -0.75374
H 2.06736 2.01951 0.62089
H 0.78534 2.43001 -2.33519
H 1.35304 4.05436 -1.37231
H -1.38092 3.17536 -1.18219
H -0.39225 3.90250 0.24942
H -1.09070 1.05081 -2.40980
H 0.03541 -0.44895 -2.22442
H -2.40367 -0.51729 -3.60758
H -1.68484 -2.01618 -2.72034
H -3.55903 -0.86962 -0.57260
H -3.28918 -3.31077 -2.01193
H -4.92054 -2.89139 -1.11407
H -4.67881 -2.55584 -3.04206
H -4.82278 -0.04654 -3.52305
H -5.80321 -0.45059 -1.96579
H -4.70532 1.08998 -1.92325
H 0.60578 -3.50806 1.23167
H -1.21137 -1.90463 3.16887
H -1.43913 3.00524 4.79623

***

24
Properties=species:S:1:pos:R:3 method="wB97M-V/def2-TZVPD" mol_weight_g_mol=374.39 total_charge=+1 spin_multiplicity=5 e_homo_ev="-10.3 / -12.7"
C -0.23694 -2.62365 -0.16639
C 0.90414 -3.38616 -0.28154
C 2.17749 -2.94566 -0.62648
C 2.52610 -1.64108 -0.93049
C 1.67511 -0.53561 -0.97989
Os 0.24279 -0.83217 0.13496
P -2.03428 -0.68837 0.92087
H -1.18822 -3.15440 0.00775
H 0.77289 -4.45851 -0.10851
H 2.94229 -3.71653 -0.73215
H 2.15410 0.37798 -1.36103
H 3.57800 -1.47180 -1.19873
H -2.21971 -0.05197 2.17535
H -2.68995 -1.90047 1.27368
H -3.11703 -0.10831 0.20590
N -1.82260 4.15441 0.68293
N -0.99871 3.18014 0.13826
N 0.32639 3.45503 -0.00609
C 0.82632 2.21308 -0.09619
N -0.09494 1.23517 0.10217
N -1.29102 1.88311 0.30866
H -2.79253 3.94457 0.50100
H -1.51230 5.05836 0.33993
H 1.87262 2.01284 -0.30396

***

26
Properties=species:S:1:pos:R:3 method="wB97M-V/def2-TZVPD" mol_weight_g_mol=177.23 total_charge=+1 e_homo_ev=-12.9
C -1.06214 2.81666 0.48280
C 0.37977 2.87162 0.30355
C -1.79086 1.68867 0.54750
C 1.14322 1.78807 0.36036
C -1.44071 0.38704 0.11195
C -0.16069 0.01661 0.18118
C 2.31319 0.95614 0.39555
C -2.50120 -0.67818 -0.18163
C 0.70158 -1.31699 -1.68701
C 0.85205 -2.16405 0.79889
N 2.05665 -0.38546 0.00305
N 0.80887 -0.95144 -0.20063
O 3.41517 1.28293 0.51713
H -1.56094 3.81101 0.54689
H 0.77548 3.93290 0.36734
H -2.90368 1.58433 0.73211
H -2.34574 -1.41225 -0.90160
H -2.60513 -1.20949 0.82903
H -3.47051 -0.14092 -0.30262
H -0.21222 -1.80286 -1.74726
H 0.75813 -0.50932 -2.29686
H 1.54262 -2.14361 -1.92916
H 0.27543 -1.84992 1.62415
H 0.34034 -3.07372 0.49396
H 1.85417 -2.53514 1.10474
H 2.83715 -0.96263 -0.15340

***

20
Properties=species:S:1:pos:R:3 method="wB97M-V/def2-TZVPD" mol_weight_g_mol=116.16 smiles="C[C@@H](N)CNCC=O" e_homo_ev=-9.3
C 2.62447 0.36079 0.56880
C 1.30101 1.06755 0.71319
N 1.62358 2.50388 0.90431
C 0.37667 0.92381 -0.52577
N -0.13684 -0.47479 -0.41296
C -1.47510 -0.72860 -1.02641
C -2.09181 -1.73040 -0.05859
O -2.95090 -2.49312 -0.41025
H 3.26245 0.48058 1.45620
H 3.28779 0.74757 -0.24219
H 2.45402 -0.71017 0.44187
H 0.71203 0.58970 1.54176
H 0.81271 3.10901 0.98585
H 2.19050 2.69202 1.72651
H 0.88209 1.16508 -1.48446
H -0.54613 1.50304 -0.43525
H 0.55741 -1.07219 -0.88251
H -2.08400 0.18512 -0.92943
H -1.38782 -0.92850 -2.11062
H -1.71321 -1.57763 0.97934

***

10
Properties=species:S:1:pos:R:3 method="wB97M-V/def2-TZVPD" mol_weight_g_mol=91.13 e_homo_ev=-7.7
C -0.34869 -0.04765 -0.08053
C 1.24631 0.83115 -0.50717
N -0.30025 -0.79140 0.97228
O -2.81040 -0.58413 -0.40938
S -1.69851 0.13603 -1.06675
H 1.13672 1.69994 0.13926
H 1.90468 0.12434 -0.02653
H 1.37076 1.05898 -1.53333
H 0.65250 -1.10893 1.25174
H -1.15312 -1.31833 1.26040

***

88
Properties=species:S:1:pos:R:3 method="wB97M-V/def2-TZVPD" mol_weight_g_mol=704.64 spin_multiplicity=6 e_homo_ev="-7.7 / -7.5"
Fe -1.48732 -0.45586 0.89152
S 0.64309 0.45154 0.67798
O 0.36673 -0.85007 1.45877
O -0.17250 0.12203 -0.55017
O -0.37168 1.26080 1.45505
O 1.98101 0.91550 0.58512
C -2.92296 2.65633 -1.49761
F -2.43257 3.44042 -0.52848
F -3.75377 3.38194 -2.25466
F -1.91846 2.18109 -2.24132
S -3.88448 1.27476 -0.77342
O -4.86856 1.86707 0.06210
O -4.30315 0.47580 -1.87689
O -2.83942 0.58086 0.04592
C 2.66374 -1.30328 -1.77522
C 1.79346 -0.64587 -2.86039
N 0.98582 -1.58079 -3.60490
C 1.70576 -2.57164 -4.39031
C 1.01558 -3.92284 -4.36835
C -0.03123 -0.91576 -4.46743
C -0.72475 0.29719 -3.85861
H 3.56366 -1.78698 -2.16285
H 2.14722 -2.02405 -1.14057
H 3.04924 -0.46823 -1.18811
H 1.18952 0.08031 -2.32887
H 2.48054 -0.06554 -3.50403
H 1.90096 -2.25054 -5.42448
H 2.69945 -2.67675 -3.94887
H 1.60757 -4.67514 -4.89191
H 0.94648 -4.26237 -3.33197
H 0.00760 -3.89303 -4.78019
H -0.76289 -1.66037 -4.77318
H 0.55111 -0.50093 -5.30522
H -0.01338 1.08819 -3.63412
H -1.34624 0.07407 -2.99418
H -1.37657 0.71967 -4.62748
C -1.11000 -2.37482 3.67839
C -2.54183 -1.94024 3.42873
N -2.73182 -0.67780 2.64946
C -4.19372 -0.44694 2.57426
C -4.97422 -1.40637 1.69840
C -2.18339 0.36363 3.59453
C -2.55950 1.80631 3.25028
H -0.52497 -1.69476 4.29125
H -0.60866 -2.56922 2.73024
H -1.11413 -3.34923 4.17146
H -2.95598 -2.76652 2.84831
H -3.10911 -1.95153 4.36217
H -4.63453 -0.45790 3.57829
H -4.40928 0.55561 2.20838
H -6.01306 -1.06598 1.71268
H -4.68534 -1.37159 0.65130
H -4.99130 -2.42848 2.07744
H -1.10038 0.31676 3.65342
H -2.56748 0.18370 4.60352
H -2.63415 2.01451 2.18555
H -1.75666 2.45788 3.60532
H -3.44619 2.17421 3.76521
N 2.79574 3.66299 0.26467
C 1.75550 4.46398 -0.11732
C 2.20483 5.75122 -0.16894
C 3.59588 5.71660 0.15094
C 3.93065 4.41967 0.39841
H 2.74256 2.66193 0.33208
H 0.77385 4.03728 -0.25303
H 1.67077 6.63744 -0.46626
H 4.24294 6.57639 0.20341
H 4.81141 3.90415 0.74727
N 4.58339 1.07341 1.82536
C 5.70963 0.44296 1.36226
C 6.66883 0.55269 2.32536
C 6.17881 1.46283 3.30787
C 4.86672 1.70997 3.00357
H 3.66827 0.99663 1.41317
H 5.68882 -0.15436 0.46608
H 7.67530 0.17235 2.26168
H 6.73384 1.81529 4.16084
H 4.09628 2.31267 3.45491
N -0.88948 -2.46723 -1.48053
C -2.22514 -2.29142 -1.75701
C -2.95126 -2.84410 -0.73530
C -2.02190 -3.27665 0.27179
C -0.76574 -3.00905 -0.24429
H -0.13776 -2.19599 -2.12480
H -2.54341 -1.88175 -2.69920
H -4.02108 -2.93260 -0.66666
H -2.27743 -3.76985 1.19219
H 0.19627 -3.27622 0.16023

***

29
Properties=species:S:1:pos:R:3 method="wB97M-V/def2-TZVPD" mol_weight_g_mol=175.23 smiles="C/C=[N+](/[O-])O.CCN(C)/C=N/C" e_homo_ev=-8.2
C 2.85195 -1.02638 -1.20996
C 3.11719 0.11887 -0.23718
N 4.28473 0.24398 0.27956
O 4.68410 1.05742 1.07670
O 5.38332 -0.51796 -0.33971
H 3.53077 -1.82902 -1.13995
H 2.84907 -0.64413 -2.22005
H 1.70946 -1.42792 -0.99024
H 2.44784 0.70424 0.32041
H 6.24962 -0.48376 0.11083
C -2.60983 -0.81165 -1.15141
C -2.71128 -0.85096 0.45410
N -1.48794 -0.31110 1.04099
C -0.79514 -1.18561 1.95307
C -0.95226 0.94429 0.95462
N -1.43684 1.82640 0.15320
C -0.47027 2.89149 -0.14885
H -2.79309 -1.85062 -1.56097
H -3.27970 -0.11770 -1.63525
H -1.54399 -0.45774 -1.18874
H -3.64657 -0.26153 0.85885
H -2.80436 -1.89278 0.72908
H -0.34946 -0.63657 2.96516
H -1.59267 -1.87712 2.29303
H 0.08860 -1.60922 1.54874
H 0.05583 1.02788 1.44490
H 0.17658 2.50543 -0.95543
H -0.84080 3.91956 -0.28251
H 0.32459 3.00921 0.58240

***

Please write out number 3 again, unchanged.
24
Properties=species:S:1:pos:R:3 method="wB97M-V/def2-TZVPD" mol_weight_g_mol=374.39 total_charge=+1 spin_multiplicity=5 e_homo_ev="-10.3 / -12.7"
C -0.23694 -2.62365 -0.16639
C 0.90414 -3.38616 -0.28154
C 2.17749 -2.94566 -0.62648
C 2.52610 -1.64108 -0.93049
C 1.67511 -0.53561 -0.97989
Os 0.24279 -0.83217 0.13496
P -2.03428 -0.68837 0.92087
H -1.18822 -3.15440 0.00775
H 0.77289 -4.45851 -0.10851
H 2.94229 -3.71653 -0.73215
H 2.15410 0.37798 -1.36103
H 3.57800 -1.47180 -1.19873
H -2.21971 -0.05197 2.17535
H -2.68995 -1.90047 1.27368
H -3.11703 -0.10831 0.20590
N -1.82260 4.15441 0.68293
N -0.99871 3.18014 0.13826
N 0.32639 3.45503 -0.00609
C 0.82632 2.21308 -0.09619
N -0.09494 1.23517 0.10217
N -1.29102 1.88311 0.30866
H -2.79253 3.94457 0.50100
H -1.51230 5.05836 0.33993
H 1.87262 2.01284 -0.30396

***

What did the fifth record say?
20
Properties=species:S:1:pos:R:3 method="wB97M-V/def2-TZVPD" mol_weight_g_mol=116.16 smiles="C[C@@H](N)CNCC=O" e_homo_ev=-9.3
C 2.62447 0.36079 0.56880
C 1.30101 1.06755 0.71319
N 1.62358 2.50388 0.90431
C 0.37667 0.92381 -0.52577
N -0.13684 -0.47479 -0.41296
C -1.47510 -0.72860 -1.02641
C -2.09181 -1.73040 -0.05859
O -2.95090 -2.49312 -0.41025
H 3.26245 0.48058 1.45620
H 3.28779 0.74757 -0.24219
H 2.45402 -0.71017 0.44187
H 0.71203 0.58970 1.54176
H 0.81271 3.10901 0.98585
H 2.19050 2.69202 1.72651
H 0.88209 1.16508 -1.48446
H -0.54613 1.50304 -0.43525
H 0.55741 -1.07219 -0.88251
H -2.08400 0.18512 -0.92943
H -1.38782 -0.92850 -2.11062
H -1.71321 -1.57763 0.97934